Record 1
Density functional theory data (ωB97M-V/def2-TZVPD) for an isolated molecule of C3H3N3O.

```
10
Properties=species:S:1:pos:R:3:forces:R:3
O -1.572802 1.800894 -0.323275 0.06 0.30 0.50
C -0.653908 1.133812 0.068961 -0.28 0.16 -0.19
N 0.614860 1.182966 -0.512031 -0.26 -0.23 -0.36
C 1.090979 0.011754 -0.745483 0.01 0.02 0.07
C 0.530012 -1.173220 -0.128269 -0.01 -0.11 0.09
N -0.341962 -1.081097 0.823197 0.29 -0.01 -0.32
N -0.794191 0.164206 1.068432 -0.19 0.01 -0.27
H 1.945042 -0.053467 -1.417207 0.14 -0.14 0.30
H 0.860852 -2.166442 -0.395919 0.09 0.00 0.11
H -1.678882 0.180596 1.561594 0.16 -0.01 0.07
```
Positions in Å, forces in eV/Å.

Calculated values
* calculated total energy: -9676.177 eV
* LUMO energy: -0.01493 Ha
* HOMO level: -10.09 eV

Record 2
Density functional theory data (ωB97M-V/def2-TZVPD) for a structure of composition C37H50AsN6OOsSSiTe in a non-equilibrium geometry.

```
99
Properties=species:S:1:pos:R:3:forces:R:3
Os 0.491512 2.513096 0.048560 0.37 0.47 2.06
N 0.575647 1.265678 1.875079 0.63 1.83 -3.06
C 0.326116 0.648753 2.790500 -0.81 -1.82 2.57
N 0.079725 -0.129240 3.803712 1.14 0.39 1.22
C 1.133536 -0.097739 4.917086 -0.41 -0.70 -1.25
C 0.873152 1.087103 5.804737 0.34 0.86 0.88
C -0.544504 1.090949 6.363936 -1.06 2.03 -0.04
C -1.608013 0.991533 5.249023 -0.59 -0.14 0.41
C -1.278157 -0.171317 4.360107 -0.81 -1.20 -0.88
H 2.080559 0.012809 4.430206 0.66 -0.02 -0.32
H 1.092157 -1.143257 5.268529 -0.03 0.74 0.68
H 1.073129 2.016175 5.229709 -0.44 -0.48 -0.14
H 1.626795 1.225097 6.607722 -0.41 -0.74 -0.24
H -0.750329 2.060202 6.932665 0.44 -1.41 -0.51
H -0.753597 0.249510 7.009122 0.33 -0.19 0.48
H -1.688951 1.852797 4.582238 0.21 0.42 0.33
H -2.633322 0.832417 5.692683 1.04 0.15 -0.42
H -1.917444 -0.199996 3.465952 -0.26 -0.21 0.46
H -1.341863 -1.136440 4.904154 -0.06 0.47 -0.36
C 3.228034 7.436410 0.255855 -0.32 1.04 -0.31
N 2.576161 6.234100 0.804298 -0.09 0.29 0.38
C 2.385957 5.946080 2.236100 0.83 -1.55 -1.59
C 1.625617 4.605797 2.196837 -0.42 -0.01 0.15
O 1.267676 3.948611 3.147675 0.35 0.54 -1.02
N 1.367659 4.305631 0.823412 0.83 0.99 0.91
C 1.981891 5.273548 0.092856 -0.14 -0.15 0.85
N 2.024801 5.234719 -1.225488 -0.04 0.43 -1.69
H 3.807556 8.045092 0.981011 -0.28 -1.07 -0.03
H 2.505540 8.187557 -0.133187 0.03 -0.71 0.17
H 3.892013 7.182335 -0.572645 0.10 -0.14 0.20
H 1.874721 6.691722 2.751117 -1.21 1.33 0.77
H 3.345629 5.842737 2.707710 0.50 -0.27 0.35
H 1.456189 4.592211 -1.795413 0.39 0.48 0.75
H 2.395654 6.051653 -1.714037 -0.23 -0.51 0.15
S -3.246933 4.671848 1.984470 0.01 -0.13 -0.84
C -1.706937 4.447491 1.301434 1.31 -0.68 0.00
N -1.451117 3.227957 0.812956 -0.70 0.75 -0.36
C -2.633668 2.437564 0.836468 -0.03 1.16 0.45
C -2.796469 1.150649 0.381866 0.92 0.80 -0.56
C -4.020533 0.593373 0.458105 -1.93 -1.66 0.54
C -5.158264 1.238420 0.945415 -0.57 2.60 0.47
C -5.065456 2.602510 1.356112 1.17 -1.81 0.14
C -3.749967 3.098086 1.368675 -0.16 0.98 0.39
H -0.915529 5.250351 1.309017 -1.12 -1.11 0.13
H -2.014072 0.730220 -0.197069 0.65 -0.80 -0.06
H -4.151658 -0.453915 0.215973 0.10 0.03 -0.45
H -6.168051 0.822919 0.969411 0.57 -0.35 -0.13
H -5.898912 3.178605 1.759399 0.20 -0.25 -0.26
Te 0.698876 -5.748159 -0.468647 -0.82 -0.29 0.24
C 1.168748 -6.493484 -2.328192 -0.50 -0.02 -0.42
C 0.181802 -6.929699 -3.252046 1.29 0.24 0.29
C 0.555702 -7.357198 -4.508644 0.79 0.26 0.86
C 1.919062 -7.385975 -4.839777 0.45 -0.49 -0.17
C 2.911494 -6.976048 -3.933265 -1.32 0.28 0.85
C 2.526886 -6.480456 -2.652935 0.22 -0.65 -1.87
C -1.393720 -6.019399 -0.180205 0.01 0.38 0.97
C -2.228795 -6.945670 -0.784297 -2.03 0.53 -0.12
C -3.633290 -6.828520 -0.610623 -0.12 -0.04 0.26
C -4.164179 -5.896067 0.296226 1.07 -0.27 -0.28
C -3.312625 -5.067960 1.058924 -0.76 -0.24 -0.24
C -1.937480 -5.144811 0.808616 0.51 0.80 0.77
H -0.830167 -6.919974 -2.952723 -0.91 0.02 0.07
H -0.195903 -7.706028 -5.177437 -0.30 -0.16 -0.53
H 2.209159 -7.822255 -5.812288 -0.09 0.46 0.61
H 3.954136 -7.062018 -4.188338 0.12 0.11 -0.06
H 3.298092 -6.097775 -2.006757 0.05 -0.04 0.35
H -1.946499 -7.753397 -1.406611 0.78 -0.45 -0.56
H -4.360514 -7.483935 -1.165094 1.14 0.58 0.64
H -5.229546 -5.866901 0.435750 -0.23 0.13 0.05
H -3.839894 -4.398659 1.805090 1.32 -0.77 -0.83
H -1.250636 -4.533051 1.458399 -0.70 -0.53 -0.94
C 4.418407 2.734597 0.079484 -1.53 0.31 0.74
As 2.841643 1.771489 -0.633605 0.26 -0.52 -1.47
C 3.074685 1.747027 -2.601279 0.73 -0.08 1.25
C 3.276502 -0.135632 -0.472355 -0.29 -0.07 1.38
H 5.296817 2.228723 -0.261016 0.57 -0.37 0.09
H 4.315596 2.815142 1.186056 0.34 -0.37 -0.76
H 4.427997 3.753475 -0.299023 -0.08 0.03 -0.22
H 4.135301 1.960298 -2.774040 -0.20 -0.31 -0.19
H 2.491502 2.520561 -3.019699 -0.68 0.68 -0.74
H 2.759415 0.755298 -2.941250 0.13 0.39 -0.03
H 4.180057 -0.425542 -1.032611 -0.42 0.48 -0.01
H 2.378413 -0.708773 -0.844409 0.99 0.53 0.73
H 3.528090 -0.252986 0.619090 -0.61 -0.54 -1.04
C 0.461208 -1.341154 -4.418125 -0.23 -1.76 -0.47
Si -0.890706 -0.208294 -3.914715 -0.72 0.95 0.63
C -2.295696 -0.992249 -2.997408 -0.04 1.00 1.29
C -1.587771 0.643157 -5.400376 -0.25 -0.03 -0.62
C -0.369375 0.967285 -2.528350 0.20 -0.16 -0.12
C -0.129327 1.508577 -1.441281 -0.12 -0.63 -1.50
H -0.049743 -2.242211 -4.891776 0.55 1.05 0.31
H 1.089887 -1.782243 -3.644255 -0.05 0.22 0.23
H 1.115612 -0.914634 -5.171347 0.05 0.12 -0.16
H -2.792751 -1.713291 -3.564743 -0.80 -1.41 -0.94
H -3.069709 -0.278348 -2.669009 0.33 0.19 -0.51
H -1.999885 -1.414411 -2.045541 0.39 -0.49 0.18
H -2.103869 -0.044197 -6.079200 -0.01 -0.43 0.36
H -0.835130 1.048398 -6.071625 0.17 0.52 0.20
H -2.361559 1.374972 -5.156772 0.33 0.21 0.07
```
Positions in Å, forces in eV/Å.

Calculated values
* calculated total energy: -139453.996 eV
* total charge: +3
* LUMO energy (alpha / beta): -0.23214 / -0.35181 Ha
* multiplicity: 5
* HOMO level (alpha / beta): -15.07 / -14.72 eV
* <S²>: 6.048

Record 3
Density functional theory data (ωB97M-V/def2-TZVPD) for a cluster of 2 separate species, C5H8F3O4S in total in a non-equilibrium geometry.

```
21
Properties=species:S:1:pos:R:3:forces:R:3
C -1.194773 -2.683117 -0.499733 0.01 0.28 0.19
C -1.128659 -1.367296 0.271447 0.02 -0.32 0.03
C 0.306458 -1.000667 0.626598 -0.12 -0.09 -0.39
C 0.490823 0.420832 1.081774 -3.67 -1.45 -1.87
C 1.836014 2.099632 -1.017629 -0.08 0.36 0.04
O -1.094260 1.419547 -0.783720 0.07 -0.04 0.28
O -1.955090 1.231268 1.508896 0.07 0.12 -0.20
O -0.267137 2.928359 0.930267 -0.21 -0.45 0.21
O 1.442823 0.798602 1.715359 3.57 1.59 2.38
F 3.046630 2.306861 -0.480811 0.43 0.13 0.37
F 1.822094 2.793440 -2.167383 -0.17 0.36 -0.47
F 1.785218 0.811291 -1.354102 -0.03 -0.46 -0.18
S -0.850972 1.617742 0.643734 -0.63 0.87 0.39
H -0.795310 -3.507253 0.087457 0.08 -0.18 0.05
H -0.624663 -2.607944 -1.422014 0.10 -0.05 -0.16
H -2.224532 -2.915734 -0.757575 -0.14 -0.10 -0.05
H -1.725756 -1.432369 1.180801 -0.05 0.05 0.01
H -1.541808 -0.566955 -0.337508 -0.11 -0.27 0.01
H 0.927436 -1.100475 -0.267904 0.14 -0.29 -0.17
H 0.721139 -1.672789 1.387795 -0.07 0.06 0.03
H 1.024324 2.427024 -0.345749 0.76 -0.11 -0.50
```
Positions in Å, forces in eV/Å.

Calculated values
* calculated total energy: -32491.269 eV
* total charge: -1
* LUMO energy (alpha / beta): 0.13336 / 0.04426 Ha
* multiplicity: 3
* HOMO level (alpha / beta): -2.24 / -6.09 eV
* <S²>: 2.009

Record 4
Density functional theory data (ωB97M-V/def2-TZVPD) for a cluster of 2 separate species, C4H9O2S2 in total in a non-equilibrium geometry.

```
17
Properties=species:S:1:pos:R:3:forces:R:3
C 1.535004 -0.487691 -1.307813 0.99 -2.06 -0.34
C -2.184307 0.007426 -0.362542 2.43 -2.16 -0.50
C 1.215210 0.357938 -0.134196 0.95 1.20 -0.42
C -1.433609 1.047263 0.355523 0.66 -1.11 -1.70
O -3.473195 -1.674941 -3.047159 -0.01 0.53 0.00
O -4.610188 0.543185 -3.341904 -0.59 0.29 0.15
S 0.021026 1.640993 -0.428310 -0.74 0.80 0.56
S -3.343796 -0.208112 -3.317850 0.62 -0.86 -0.40
H 2.060943 -1.409410 -0.940325 0.94 1.09 -0.31
H 0.772278 -1.085691 -1.756341 -1.53 0.56 -0.48
H 2.046222 0.097981 -2.098545 -0.06 -0.69 0.48
H -1.561557 -1.003977 -0.468205 -1.05 1.89 0.11
H -2.321862 0.270134 -1.502037 -0.56 -0.23 1.33
H -3.045491 -0.286129 0.208917 -0.88 0.04 -0.31
H 2.123744 0.928962 0.059638 0.22 0.08 0.14
H 1.053449 -0.142970 0.781801 -0.71 -0.79 0.83
H -2.034278 1.802233 0.748291 -0.69 1.41 0.86
```
Positions in Å, forces in eV/Å.

Calculated values
* calculated total energy: -30057.739 eV
* total charge: -1
* LUMO energy (alpha / beta): 0.10673 / 0.11532 Ha
* HOMO level (alpha / beta): -1.73 / -3.93 eV

Record 5
Density functional theory data (ωB97M-V/def2-TZVPD) for a cluster of 2 separate species, C5H13NO in total in a non-equilibrium geometry.

```
20
Properties=species:S:1:pos:R:3:forces:R:3
C -0.550502 0.008480 0.594603 0.26 -0.31 -0.01
C 0.477388 -0.279613 -0.507960 -3.22 0.65 -2.36
C 1.965219 0.457383 -2.159758 2.59 -0.37 2.80
C -1.964198 -0.229769 0.061178 0.22 0.02 0.04
C -0.251802 -0.931540 1.779934 -0.15 0.22 -0.15
N -0.404676 1.427302 0.938432 0.03 -0.08 -0.01
O 1.759487 0.058844 -0.206536 1.54 0.83 -3.39
H -0.928343 1.644908 1.779582 0.04 -0.01 -0.01
H 0.576372 1.614763 1.124129 -0.07 0.02 0.03
H 0.226377 0.331980 -1.481281 -1.33 -0.74 2.18
H 0.346275 -1.307566 -0.889348 0.11 -0.20 0.41
H 2.902264 -0.065956 -2.045992 0.49 0.53 -0.45
H 1.402805 0.082315 -3.010343 -0.76 -0.38 0.83
H 1.949074 1.527853 -1.998011 0.11 -0.15 -0.04
H -2.702320 -0.036576 0.842214 0.00 0.00 0.03
H 0.778153 -0.795063 2.108878 0.02 0.00 0.07
H -2.173836 0.441008 -0.772666 0.04 -0.01 0.01
H -2.090331 -1.262322 -0.269671 0.01 -0.01 0.00
H -0.390349 -1.978972 1.503573 0.00 0.01 -0.03
H -0.927056 -0.707458 2.609046 0.06 -0.01 0.05
```
Positions in Å, forces in eV/Å.

Calculated values
* calculated total energy: -8929.500 eV
* LUMO energy (alpha / beta): -0.01658 / -0.01660 Ha
* HOMO level (alpha / beta): -8.92 / -8.92 eV

Record 6
Density functional theory data (ωB97M-V/def2-TZVPD) for the ion C6H5N4 with charge +1 in a non-equilibrium geometry.

```
15
Properties=species:S:1:pos:R:3:forces:R:3
C 1.767937 1.043072 -0.241311 0.22 -0.96 -0.38
C 3.269739 -0.780940 0.117420 2.87 -0.05 0.50
C 2.015016 -0.319858 -0.095148 -2.70 -1.69 0.82
C -0.407257 -0.884749 0.019739 3.04 -1.20 0.10
C -1.485059 -0.011452 -0.051808 0.14 0.25 0.77
C 0.887166 -1.273314 0.163300 -2.02 -0.57 -0.54
N 1.547548 2.135347 -0.483592 -0.49 1.62 -0.10
N 4.385093 -0.979213 0.384864 -0.61 -0.27 -0.27
N -1.627864 0.845107 0.984211 -1.94 -2.16 -3.47
N -2.386818 0.014762 -1.050831 1.44 -1.94 0.54
H 1.077295 -2.415049 0.412261 -0.11 2.57 -0.48
H -1.009762 1.182337 1.608060 3.30 0.58 2.27
H -2.411753 1.402485 0.937568 -2.18 1.46 0.02
H -2.695411 -0.769814 -1.639563 0.79 0.48 0.53
H -2.925864 0.811285 -1.065174 -1.75 1.87 -0.31
```
Positions in Å, forces in eV/Å.

Calculated values
* calculated total energy: -12251.334 eV
* total charge: +1
* LUMO energy (alpha / beta): -0.26295 / -0.25230 Ha
* HOMO level (alpha / beta): -13.47 / -14.73 eV

Record 7
Density functional theory data (ωB97M-V/def2-TZVPD) for an isolated molecule of C4H11N3O in a non-equilibrium geometry.

```
19
Properties=species:S:1:pos:R:3:forces:R:3
C -0.788033 -1.930122 0.392017 0.07 -0.52 -0.44
C -0.003677 -0.709762 0.029568 -0.27 1.32 -0.40
N 1.306823 -0.615786 0.598172 -0.21 -0.13 0.92
C 2.135144 0.071033 -0.242241 -1.56 1.75 -0.93
O 1.198250 1.446754 -0.696985 1.94 -0.74 0.12
C -0.631647 0.571617 -0.148871 -1.49 -2.36 1.55
N -1.600318 0.685553 -1.141449 0.21 0.06 0.68
N -0.847431 1.427156 0.953397 0.37 0.32 -1.02
H -0.536984 -2.768807 -0.263511 -0.05 -0.26 0.19
H -1.871336 -1.807582 0.325688 0.00 0.22 0.00
H -0.558760 -2.243124 1.426988 -0.09 0.11 -0.21
H 1.360423 -0.319665 1.579981 0.18 -0.10 -0.28
H 3.025255 0.494598 0.211307 -0.03 0.05 -0.16
H 2.243020 -0.420095 -1.205831 0.20 0.11 0.10
H 0.926509 1.323584 -1.616014 0.40 -0.09 0.00
H -2.447682 1.165924 -0.865416 0.05 0.05 0.03
H -1.793296 -0.199997 -1.591167 0.26 0.04 -0.14
H -0.048312 1.452858 1.571497 -0.05 -0.08 -0.04
H -1.067945 2.375864 0.682871 0.09 0.24 0.02
```
Positions in Å, forces in eV/Å.

Calculated values
* calculated total energy: -10841.114 eV
* LUMO energy: 0.03507 Ha
* HOMO level: -6.34 eV

Record 8
Density functional theory data (ωB97M-V/def2-TZVPD) for a structure of composition C3H5Br2Cl in a non-equilibrium geometry.

```
11
Properties=species:S:1:pos:R:3:forces:R:3
C 1.244056 0.785030 -0.706783 -1.23 -1.33 -1.10
C 0.017911 -0.164039 -0.842373 -0.62 -0.57 -1.25
C -1.209592 0.123433 -0.340466 1.95 -0.12 -0.28
Cl -0.919500 -1.561012 2.558932 1.64 -0.09 -0.05
Br -2.723948 -0.978798 -0.321914 0.08 -0.04 -0.40
Br -1.429756 1.737551 0.642177 -0.35 -0.07 0.05
H 1.682848 0.376682 0.191427 0.85 0.21 0.31
H 0.786522 1.776918 -0.426054 1.38 -0.69 -0.99
H 1.969724 0.599942 -1.627251 -1.61 1.05 2.03
H 0.399058 -1.575842 2.355147 -1.52 0.02 0.26
H 0.182678 -1.119866 -1.482845 -0.57 1.63 1.42
```
Positions in Å, forces in eV/Å.

Calculated values
* calculated total energy: -155798.172 eV
* LUMO energy: 0.01914 Ha
* HOMO level: -9.17 eV